one) Below is 2 unconnected molecules or ions with the total composition C4H13NO2S, with properties calculated with ωB97M-V/def2-TZVPD.

Last columns: bonded neighbours and bond lengths (Å).
Element x y z (Å)
1 H 1.64728 0.84490 0.68130  C8 1.140
2 S 0.30624 -3.41547 0.29828  C6 1.851, H21 1.320
3 H -1.00011 -0.43948 0.18180  N5 1.078
4 C -0.45909 1.19721 -1.04119  N5 1.386, H7 1.172, H11 1.159, O13 1.411
5 N -0.47697 -0.14923 -0.71481  H3 1.078, C4 1.386, C10 1.537
6 C 1.04727 -2.22121 -0.90617  S2 1.851, C10 1.507, H15 1.197, H17 1.192
7 H -1.45497 1.54170 -1.55481  C4 1.172
8 C 1.47820 -0.28174 0.70782  H1 1.140, C10 1.567, H12 1.050, H16 1.048
9 H -2.70140 3.05868 1.52720  O18 0.977
10 C 0.94449 -0.73298 -0.69466  N5 1.537, C6 1.507, C8 1.567, H19 1.124
11 H 0.34544 1.53915 -1.80208  C4 1.159
12 H 2.42941 -0.66627 0.93054  C8 1.050
13 O -0.39002 2.14255 0.00402  C4 1.411, H20 0.977
14 H -2.56155 2.11247 2.72679  O18 0.970
15 H 2.19832 -2.52117 -1.04316  C6 1.197
16 H 0.82960 -0.43339 1.51679  C8 1.048
17 H 0.68441 -2.51909 -2.00150  C6 1.192
18 O -2.39569 2.16350 1.77279  H9 0.977, H14 0.970
19 H 1.58174 -0.29758 -1.51207  C10 1.124
20 H -1.12822 2.01448 0.63125  O13 0.977
21 H -0.92439 -2.93703 0.29188  S2 1.320

Calculated values
Frontier orbital gap, eV: 9.030
Net charge: 0
SMILES string: C[C@@H](CS)NCO.O



two) Below is 2 unconnected molecules or ions with the total composition C4H13NO2S, with properties calculated with ωB97M-V/def2-TZVPD.

Last columns: bonded neighbours and bond lengths (Å).
Element x y z (Å)
1 H 0.58615 -0.74508 1.63725  C7 1.092
2 O -0.31018 2.11261 -0.14163  C15 1.445, H19 0.959
3 H 0.20037 -2.31148 -1.75654  C21 1.085
4 H 2.23652 -0.95834 1.04707  C7 1.087
5 H 1.58972 -0.07806 -1.12618  C9 1.089
6 H -2.00780 2.64347 2.44014  O13 0.965
7 C 1.31526 -0.40082 0.90063  H1 1.092, H4 1.087, C9 1.562, H14 1.086
8 S 0.38833 -3.43321 0.29792  H16 1.346, C21 1.839
9 C 0.88956 -0.70056 -0.57172  H5 1.089, C7 1.562, N11 1.483, C21 1.538
10 H 0.35059 1.45853 -1.97747  C15 1.091
11 N -0.44155 -0.16742 -0.95101  C9 1.483, C15 1.429, H17 1.015
12 H -2.87434 2.77248 1.14631  O13 0.969
13 O -2.39234 2.14734 1.70782  H6 0.965, H12 0.969
14 H 1.30836 0.68102 0.99265  C7 1.086
15 C -0.44971 1.22501 -1.27377  O2 1.445, H10 1.091, N11 1.429, H20 1.093
16 H 0.30210 -2.64224 1.38298  S8 1.346
17 H -1.12783 -0.36824 -0.23069  N11 1.015
18 H 1.89831 -2.48786 -1.30048  C21 1.085
19 H -1.00106 1.90923 0.49125  O2 0.959
20 H -1.37619 1.53428 -1.76425  C15 1.093
21 C 0.91574 -2.19064 -0.95030  H3 1.085, S8 1.839, C9 1.538, H18 1.085

Calculated values
Frontier orbital gap, eV: 9.310
Net charge: 0
SMILES string: C[C@@H](CS)NCO.O



It is one) that is the least stable of them.



one) Below is C18H20N2O3S in the gas phase, with properties calculated with ωB97M-V/def2-TZVPD.

Last columns: bonded neighbours and bond lengths (Å).
Element x y z (Å)
1 H -0.52652 0.15988 3.01150  N34 1.010
2 H -3.19504 -0.65558 -0.36980  C20 1.080
3 C 1.66095 2.70921 -0.40830  C8 1.386, C40 1.388, H41 1.078
4 C -2.94779 -1.99140 1.27485  C7 1.503, C20 1.389, C35 1.389
5 C -1.89790 -4.09676 0.75400  C25 1.385, H33 1.081, C35 1.384
6 H -1.32731 -4.39103 -1.28912  C25 1.080
7 C -3.54581 -1.03959 2.27196  C4 1.503, C17 1.533, H18 1.089, H42 1.093
8 C 1.84543 1.60099 -1.21960  C3 1.386, C21 1.405, N39 1.381
9 H 4.22117 1.99131 -3.53203  C11 1.093
10 H 3.44907 3.30955 -2.61579  C11 1.093
11 C 3.86086 2.29890 -2.54688  H9 1.093, H10 1.093, C28 1.526, N39 1.444
12 O -2.82233 1.55696 0.98877  S19 1.432
13 H -2.16763 -2.18623 -2.01434  C15 1.081
14 C 1.45695 -0.52790 -2.13300  C21 1.492, H26 1.091, C37 1.522, H44 1.091
15 C -2.25079 -2.48318 -0.97841  H13 1.081, C20 1.385, C25 1.384
16 H -2.06949 -1.27599 3.83372  C17 1.093
17 C -2.46989 -0.47500 3.20665  C7 1.533, H16 1.093, H27 1.098, N34 1.458
18 H -4.02194 -0.21395 1.74612  C7 1.089
19 S -1.58838 1.57567 1.71485  O12 1.432, O23 1.439, N34 1.688, C38 1.783
20 C -2.83125 -1.62431 -0.05946  H2 1.080, C4 1.389, C15 1.385
21 C 0.99998 0.48158 -1.13320  C8 1.405, C14 1.492, C30 1.375
22 H 4.65186 2.50346 -0.54127  C28 1.088
23 O -1.40234 2.62327 2.68307  S19 1.439
24 H -0.70649 -0.38012 -0.13720  C30 1.078
25 C -1.77962 -3.72022 -0.57334  C5 1.385, H6 1.080, C15 1.384
26 H 1.75689 -1.47396 -1.67983  C14 1.091
27 H -2.91113 0.29301 3.85595  C17 1.098
28 C 5.00448 2.24884 -1.53804  C11 1.526, H22 1.088, H29 1.086, H31 1.087
29 H 5.78141 2.95155 -1.82564  C28 1.086
30 C -0.03988 0.46108 -0.23411  C21 1.375, H24 1.078, C38 1.388
31 H 5.43201 1.24970 -1.51088  C28 1.087
32 H -2.57517 -3.54258 2.70302  C35 1.081
33 H -1.53914 -5.06424 1.07461  C5 1.081
34 N -1.35482 0.06927 2.44032  H1 1.010, C17 1.458, S19 1.688
35 C -2.47883 -3.23813 1.67022  C4 1.389, C5 1.384, H32 1.081
36 H 0.41360 3.51101 1.15473  C40 1.078
37 C 2.65311 0.15144 -2.78427  C14 1.522, N39 1.376, O43 1.206
38 C -0.21809 1.57575 0.57332  S19 1.783, C30 1.388, C40 1.381
39 N 2.79932 1.38591 -2.19518  C8 1.381, C11 1.444, C37 1.376
40 C 0.60750 2.67999 0.49550  C3 1.388, H36 1.078, C38 1.381
41 H 2.30421 3.57191 -0.47252  C3 1.078
42 H -4.29186 -1.54997 2.88583  C7 1.093
43 O 3.36120 -0.27561 -3.66210  C37 1.206
44 H 0.69944 -0.75447 -2.88467  C14 1.091

Calculated values
Frontier orbital gap, eV: 9.299
Net charge: 0
SMILES string: CCN1C(=O)Cc2cc(S(=O)(=O)NCCc3ccccc3)ccc21



two) Below is C18H20N2O3S in the gas phase, with properties calculated with ωB97M-V/def2-TZVPD.

Last columns: bonded neighbours and bond lengths (Å).
Element x y z (Å)
1 C -1.00196 -0.50628 0.78144  O14 1.214, N19 1.381, N27 1.381
2 H -0.98244 4.52211 0.32247  C42 1.082
3 O 1.21002 -4.40008 3.31625  C10 1.406, C16 1.410
4 C -2.27629 2.94463 -2.91585  C5 1.390, C21 1.382, H25 1.080
5 C -2.06814 2.12836 -1.80976  C4 1.390, C31 1.498, C35 1.397
6 H 0.69891 -2.65178 4.09308  C10 1.093
7 H 0.62128 -5.53751 1.67698  C16 1.096
8 H -1.37618 5.93695 -1.64444  C12 1.079
9 H -1.46198 0.08906 -2.06228  C31 1.091
10 C 0.70470 -3.10582 3.09848  O3 1.406, H6 1.093, C26 1.538, H38 1.100
11 C 1.05518 -1.62445 -0.03806  N19 1.397, C22 1.436, O36 1.214
12 C -1.56394 4.87532 -1.69921  H8 1.079, C21 1.383, C42 1.382
13 H 2.16214 -5.94832 2.46101  C16 1.089
14 O -2.10586 -0.60767 1.27566  C1 1.214
15 H -1.22562 -3.99129 2.77096  C26 1.091
16 C 1.52128 -5.12535 2.14752  O3 1.410, H7 1.096, H13 1.089, H18 1.095
17 C 1.42643 2.01146 -0.54221  C28 1.416, H30 1.073, C34 1.360
18 H 2.05350 -4.50356 1.42080  C16 1.095
19 N -0.20607 -1.61300 0.56326  C1 1.381, C11 1.397, C32 1.461
20 C -1.32707 1.89750 0.61235  H23 1.095, N27 1.455, C35 1.507, H41 1.095
21 C -2.02613 4.30311 -2.87094  C4 1.382, C12 1.383, H37 1.080
22 C 1.50874 -0.30404 -0.37321  C11 1.436, C28 1.383, S40 1.729
23 H -0.85391 2.53034 1.37077  C20 1.095
24 H -0.18732 -3.66459 0.47760  C32 1.090
25 H -2.64981 2.50224 -3.82813  C4 1.080
26 C -0.71488 -3.06406 2.50771  C10 1.538, H15 1.091, C32 1.530, H43 1.091
27 N -0.49633 0.72137 0.40141  C1 1.381, C20 1.455, C28 1.368
28 C 0.75267 0.83110 -0.14639  C17 1.416, C22 1.383, N27 1.368
29 H 3.36987 2.44564 -1.42827  C34 1.072
30 H 1.02134 3.00152 -0.46131  C17 1.073
31 C -2.37608 0.66536 -1.91085  C5 1.498, H9 1.091, H33 1.088, H44 1.088
32 C -0.76494 -2.89386 0.98771  N19 1.461, H24 1.090, C26 1.530, H39 1.093
33 H -2.86314 0.29945 -1.00967  C31 1.088
34 C 2.65590 1.73841 -1.05492  C17 1.360, H29 1.072, S40 1.715
35 C -1.57827 2.70498 -0.63553  C5 1.397, C20 1.507, C42 1.391
36 O 1.66263 -2.65728 -0.23187  C11 1.214
37 H -2.19895 4.91398 -3.74412  C21 1.080
38 H 1.39681 -2.53533 2.46151  C10 1.100
39 H -1.80685 -2.92744 0.65944  C32 1.093
40 S 3.04310 0.06820 -1.07712  C22 1.729, C34 1.715
41 H -2.27303 1.52299 1.01854  C20 1.095
42 C -1.34120 4.07484 -0.59488  H2 1.082, C12 1.382, C35 1.391
43 H -1.26996 -2.23972 2.95673  C26 1.091
44 H -3.03094 0.47740 -2.75850  C31 1.088

Calculated values
Frontier orbital gap, eV: 9.021
Net charge: 0
SMILES string: COCCCn1c(=O)c2sccc2n(Cc2ccccc2C)c1=O



It is one) that is the least stable of them.